Record 1
The following is a DFT calculation (ωB97M-V/def2-TZVPD) of an isolated molecule of C5H9FO in a non-equilibrium geometry.

The gap between HOMO and LUMO comes out at 0.3978 hartree. The relative energy (zero: lowest compared OMol25 entry of this formula, charge and spin) comes out at 100.4 kcal/mol.

Geometry as ORCA input:
```
! wB97M-V def2-TZVPD RIJCOSX def2/J DEFGRID3
* xyz 0 1
C -2.34 -0.03 0.44
C -0.76 -0.16 0.15
F -0.52 -1.30 -0.52
C 0.12 0.88 -0.53
C 1.54 0.53 -0.14
C 1.83 -0.86 -0.20
O 1.88 -0.27 1.09
H -3.00 0.48 -0.33
H -2.59 0.40 1.58
H -2.81 -1.06 0.36
H -0.37 -0.16 1.31
H 0.30 0.97 -1.77
H 0.00 2.02 -0.30
H 2.47 1.32 -0.30
H 2.93 -1.07 -0.41
H 1.32 -1.71 -0.43
*
```

Record 2
The following is a DFT calculation (ωB97M-V/def2-TZVPD) of a structure of composition C29H19CdN3O4S in a non-equilibrium geometry.

The gap between HOMO and LUMO comes out at 0.2274 hartree.

Geometry as ORCA input:
```
! wB97M-V def2-TZVPD RIJCOSX def2/J DEFGRID3
* xyz 0 1
Cd 0.41 -0.04 -0.08
O -5.79 -2.94 -2.90
N -4.63 -2.98 -3.30
O -4.29 -3.46 -4.37
C -3.65 -2.44 -2.46
C -5.03 -1.76 -0.12
C -4.27 -1.08 1.01
C -4.75 -0.50 2.15
C -3.84 0.16 2.97
C -2.51 0.23 2.60
N -2.01 -0.37 1.51
C -2.88 -1.01 0.76
C -1.57 -1.70 -1.54
N -0.29 -2.36 -1.28
C 0.29 -2.99 -2.22
C -0.25 -3.19 -3.55
C -1.54 -2.88 -3.78
C -2.31 -2.33 -2.71
H -5.90 -1.15 -0.37
H -5.80 -0.53 2.41
H -4.16 0.63 3.89
H -1.79 0.78 3.20
H 1.26 -3.41 -2.00
H 0.39 -3.60 -4.31
H -2.04 -3.10 -4.72
C -4.76 -4.17 0.54
C -3.31 -4.19 0.57
C -2.45 -3.25 0.17
C -2.63 -1.87 -0.43
C -1.17 -0.23 -1.54
C -1.99 0.80 -1.74
C -3.39 0.74 -2.08
C -4.21 -0.28 -1.84
C -3.95 -1.65 -1.22
C -5.53 -3.13 0.25
H -5.23 -5.11 0.82
H -2.89 -5.09 0.98
H -1.39 -3.47 0.32
H -1.56 1.81 -1.64
H -3.82 1.63 -2.51
H -5.24 -0.19 -2.16
H -6.60 -3.24 0.29
O 7.78 4.17 1.58
C 7.00 3.18 2.07
O 7.37 2.55 3.02
C 5.71 2.93 1.38
C 5.07 1.72 1.61
C 3.83 1.45 1.07
C 3.19 2.41 0.28
S 1.59 2.21 -0.37
C 3.85 3.62 0.03
C 5.09 3.88 0.57
H 7.41 4.57 0.79
H 5.56 0.99 2.24
H 3.34 0.50 1.26
H 3.35 4.36 -0.58
H 5.53 4.85 0.38
*
```